# 1
Computed, not measured: a 2-piece molecular cluster, C3H11NO overall, with ωB97M-V/def2-TZVPD.

Element x y z (Å)
C  1.547  0.881  -0.168
C  0.288  1.256  0.800
C  0.788  1.782  2.144
N  1.047  0.299  -1.357
H  2.150  1.784  -0.247
H  2.132  0.188  0.435
H  -0.222  2.009  0.192
H  -0.447  0.461  0.914
H  1.351  1.040  2.713
H  1.388  2.681  2.116
H  -0.163  1.895  2.672
H  0.101  -0.104  -1.380
H  0.846  1.130  -1.947
H  -4.322  -5.323  -2.396
H  -2.932  -4.923  -2.593
O  -3.551  -5.056  -1.898

Its frontier orbital gap (spin up / spin down) is 10.09 / 4.59 eV. The calculated total energy is -250.52752 a.u. The calculation puts the energy above the lowest of the compared OMol25 structures with the same formula, charge and spin at 160.4 kJ/mol. The multiplicity is 2. Its charge is +1. For the max |F|, the calculation gives 0.07939 hartree/bohr.



# 2
Computed, not measured: a 2-piece molecular cluster, C3H11NO2 overall, with ωB97M-V/def2-TZVPD.

Element x y z (Å)
C  3.745  -1.175  -2.429
C  2.699  -1.181  -1.309
O  3.061  -0.264  -0.212
H  4.168  -0.186  -2.594
H  3.258  -1.497  -3.355
H  4.470  -1.956  -2.161
H  1.772  -0.726  -1.680
H  2.491  -2.183  -0.936
H  3.764  -0.847  0.076
N  -2.979  1.937  1.674
C  -4.201  1.203  1.933
O  -4.016  -0.187  2.066
H  -3.207  2.854  1.312
H  -2.333  1.493  1.031
H  -4.958  1.368  1.154
H  -4.576  1.596  2.899
H  -3.158  -0.247  2.529

Its frontier orbital gap is 10.25 eV. The calculated total energy is -326.08768 a.u. The calculation puts the energy above the lowest of the compared OMol25 structures with the same formula, charge and spin at 115.0 kJ/mol. Its charge is 0. For the max |F|, the calculation gives 0.05155 hartree/bohr.



# 3
Computed, not measured: a 2-piece molecular cluster, C3H11NO2 overall, with ωB97M-V/def2-TZVPD.

Element x y z (Å)
N  -0.150  2.293  -0.884
C  -0.276  0.996  -0.147
C  0.023  1.182  1.309
C  -0.149  -0.113  2.107
O  0.029  0.191  3.512
H  -0.969  2.460  -1.447
H  0.659  2.246  -1.484
H  -1.307  0.685  -0.286
H  0.358  0.248  -0.606
H  -0.527  2.018  1.758
H  1.073  1.455  1.442
H  0.625  -0.805  1.761
H  -1.154  -0.522  2.022
H  0.542  -0.528  3.891
O  0.579  -3.648  -4.062
H  -0.312  -3.695  -4.465
H  0.957  -4.463  -4.421

Its frontier orbital gap is 10.11 eV. The calculated total energy is -326.10782 a.u. The calculation puts the energy above the lowest of the compared OMol25 structures with the same formula, charge and spin at 62.1 kJ/mol. Its charge is 0. For the max |F|, the calculation gives 0.03237 hartree/bohr.



# 4
Computed, not measured: a 3-piece molecular cluster, C3H11NO2 overall, with ωB97M-V/def2-TZVPD.

Element x y z (Å)
C  -0.583  0.813  -1.506
C  0.317  0.671  -0.223
N  1.189  -0.495  -0.168
C  2.403  -0.126  0.640
H  -0.034  0.703  -2.440
H  -1.269  -0.057  -1.524
H  0.824  1.684  -0.133
H  -0.412  0.754  0.583
H  2.991  -1.007  0.744
H  2.101  0.099  1.748
H  2.965  0.732  0.180
H  -0.332  -1.614  0.194
H  -1.845  -1.465  0.710
O  -1.152  -2.163  0.472
H  -1.189  1.646  -1.454
H  -3.371  -0.101  1.370
O  -2.603  -0.073  0.807

Its frontier orbital gap is 4.41 eV. The calculated total energy is -325.87214 a.u. The calculation puts the energy above the lowest of the compared OMol25 structures with the same formula, charge and spin at 680.9 kJ/mol. Its charge is 0. For the max |F|, the calculation gives 0.08182 hartree/bohr.



# 5
Computed, not measured: a 2-piece molecular cluster, C3H11NO2 overall, with ωB97M-V/def2-TZVPD.

Element x y z (Å)
C  0.000  0.000  0.000
N  -0.918  -0.210  -1.087
C  -0.495  -0.952  -2.265
O  -1.490  -0.910  -3.245
C  -2.681  -1.641  -3.013
H  0.884  0.515  -0.412
H  0.339  -0.889  0.558
H  -0.510  0.682  0.701
H  -1.816  -0.545  -0.717
H  0.455  -0.502  -2.612
H  -0.305  -2.023  -2.060
H  -2.564  -2.611  -2.501
H  -3.215  -1.807  -3.963
H  -3.292  -0.978  -2.377
O  -3.051  2.753  -7.360
H  -2.863  2.124  -6.628
H  -3.123  3.631  -6.921

Its frontier orbital gap is 9.70 eV. The calculated total energy is -326.08516 a.u. The calculation puts the energy above the lowest of the compared OMol25 structures with the same formula, charge and spin at 121.6 kJ/mol. Its charge is 0. For the max |F|, the calculation gives 0.02382 hartree/bohr.



# 6
Computed, not measured: a 2-piece molecular cluster, C3H11NO2S overall, with ωB97M-V/def2-TZVPD.

Element x y z (Å)
N  -0.783  1.325  0.543
C  -0.596  0.315  -0.569
C  -0.976  -1.145  -0.147
O  -2.353  -1.307  -0.324
C  0.855  0.429  -0.917
S  1.284  2.111  -1.646
H  -0.490  0.930  1.406
H  -1.699  1.602  0.515
H  -1.283  0.632  -1.413
H  -0.646  -1.480  0.879
H  -0.556  -1.939  -0.893
H  -2.977  -0.814  0.263
H  1.068  -0.414  -1.590
H  1.609  0.315  -0.185
H  0.956  2.949  -0.646
O  1.999  -0.932  1.830
H  1.821  -1.887  1.569
H  2.767  -0.691  1.325

Its frontier orbital gap is 9.35 eV. The calculated total energy is -724.27493 a.u. The calculation puts the energy above the lowest of the compared OMol25 structures with the same formula, charge and spin at 96.6 kJ/mol. Its charge is 0. For the max |F|, the calculation gives 0.05901 hartree/bohr.



# 7
Computed, not measured: a 2-piece molecular cluster, C3H11NO2S overall, with ωB97M-V/def2-TZVPD.

Element x y z (Å)
N  0.532  -0.113  0.965
C  0.425  0.649  -0.273
C  0.120  2.114  0.090
O  1.192  2.704  0.814
C  -0.657  0.146  -1.230
S  -0.633  -1.657  -1.391
H  -0.346  -0.028  1.464
H  0.682  -1.094  0.746
H  1.407  0.700  -0.774
H  -0.816  2.143  0.658
H  0.006  2.661  -0.840
H  1.668  3.264  0.196
H  -0.520  0.605  -2.207
H  -1.624  0.514  -0.886
H  -1.481  -1.680  -2.428
O  -0.352  -3.500  1.773
H  0.504  -3.109  2.001
H  -0.106  -4.319  1.323

Its frontier orbital gap is 9.73 eV. The calculated total energy is -724.29782 a.u. The calculation puts the energy above the lowest of the compared OMol25 structures with the same formula, charge and spin at 36.5 kJ/mol. Its charge is 0. For the max |F|, the calculation gives 0.01544 hartree/bohr.



# 8
Computed, not measured: a 2-piece molecular cluster, C3H11NO2Si overall, with ωB97M-V/def2-TZVPD.

Element x y z (Å)
C  1.056  0.154  -2.022
Si  0.842  -0.078  -0.154
C  2.576  0.308  0.707
O  -0.258  1.023  0.328
O  0.235  -1.554  0.214
H  1.935  -0.092  -2.573
H  0.325  -0.434  -2.396
H  0.665  1.102  -2.298
H  2.685  1.378  0.904
H  2.409  -0.098  1.687
H  3.458  0.083  0.282
H  -1.157  0.739  -0.067
H  0.712  -1.775  1.022
C  -3.012  -0.178  1.299
N  -2.848  0.011  0.102
H  -3.966  -0.442  1.771
H  -2.115  -0.149  1.809
H  -3.542  0.001  -0.616

Its frontier orbital gap is 10.55 eV. The calculated total energy is -615.68039 a.u. The calculation puts the energy above the lowest of the compared OMol25 structures with the same formula, charge and spin at 179.5 kJ/mol. Its charge is 0. For the max |F|, the calculation gives 0.09860 hartree/bohr.



# 9
Computed, not measured: a 3-piece molecular cluster, C3H11NO3 overall, with ωB97M-V/def2-TZVPD.

Element x y z (Å)
C  1.008  1.222  -0.822
C  1.920  -0.004  -0.341
N  1.520  -0.525  0.830
C  0.403  -0.038  1.654
O  2.824  -0.475  -1.031
H  1.367  1.644  -1.770
H  0.054  0.789  -0.662
H  1.234  1.980  0.094
H  2.027  -1.334  1.109
H  0.478  -0.671  2.540
H  -0.587  -0.113  1.029
H  0.700  0.881  1.926
H  -3.255  1.068  -1.215
H  -3.376  0.228  0.064
O  -2.683  0.599  -0.500
H  -1.669  -1.148  -0.774
H  -0.618  -2.090  -1.436
O  -1.344  -2.011  -0.694

Its frontier orbital gap (spin up / spin down) is 2.92 / 9.90 eV. The calculated total energy is -401.32570 a.u. The calculation puts the energy above the lowest of the compared OMol25 structures with the same formula, charge and spin at 79.7 kJ/mol. The multiplicity is 2. Its charge is -1. For the max |F|, the calculation gives 0.09763 hartree/bohr.



# 10
Computed, not measured: a 4-piece molecular cluster, C3H11NO3 overall, with ωB97M-V/def2-TZVPD.

Element x y z (Å)
C  0.313  0.024  -2.647
C  0.886  -0.203  -1.466
N  0.183  -0.894  -0.417
C  -1.056  -0.697  -0.232
H  -0.763  0.068  -2.735
H  0.890  0.222  -3.538
H  1.957  -0.303  -1.380
H  -1.552  -1.397  0.433
H  -1.618  0.131  -0.664
O  0.585  -2.748  1.904
H  0.881  -2.062  1.289
H  1.114  -2.583  2.692
O  1.439  1.989  0.440
H  0.690  1.386  0.442
H  1.880  1.894  1.290
O  -2.279  1.537  1.415
H  -2.186  2.319  1.970
H  -1.366  1.318  1.202

Its frontier orbital gap is 9.93 eV. The calculated total energy is -401.30707 a.u. The calculation puts the energy above the lowest of the compared OMol25 structures with the same formula, charge and spin at 278.3 kJ/mol. Its charge is 0. For the max |F|, the calculation gives 0.03284 hartree/bohr.



# 11
Computed, not measured: a 4-piece molecular cluster, C3H11NO3 overall, with ωB97M-V/def2-TZVPD.

Element x y z (Å)
C  -1.154  1.978  -1.495
C  -1.042  0.841  -0.766
N  -1.694  -0.379  -0.901
C  -2.654  -0.287  -1.757
H  -1.336  1.952  -2.561
H  -1.176  2.957  -1.059
H  -0.305  0.979  0.014
H  -3.524  0.318  -1.632
H  -2.710  -1.120  -2.450
O  0.357  0.604  -3.508
H  0.923  1.301  -3.167
H  0.537  0.546  -4.452
O  2.436  0.045  2.880
H  2.260  0.624  2.124
H  1.534  -0.187  3.132
O  2.270  -3.388  5.571
H  2.527  -4.084  4.947
H  2.750  -2.701  5.081

Its frontier orbital gap is 8.10 eV. The calculated total energy is -401.23692 a.u. The calculation puts the energy above the lowest of the compared OMol25 structures with the same formula, charge and spin at 462.4 kJ/mol. Its charge is 0. For the max |F|, the calculation gives 0.08029 hartree/bohr.



# 12
Computed, not measured: a 3-piece molecular cluster, C3H11NO3 overall, with ωB97M-V/def2-TZVPD.

Element x y z (Å)
C  2.037  0.275  -1.018
N  0.888  0.030  -0.035
C  -0.229  -0.669  -0.872
C  -1.655  -0.811  -0.105
O  -2.708  -0.697  -0.709
H  2.157  -0.717  -1.591
H  1.876  1.041  -1.795
H  3.092  0.457  -0.621
H  0.509  0.984  0.198
H  -0.100  -1.630  -1.408
H  -0.461  0.134  -1.735
H  -1.490  -1.187  0.954
O  0.597  -1.075  2.744
H  1.389  -0.917  3.222
H  0.859  -0.832  1.730
O  -1.948  1.945  0.260
H  -2.411  2.454  0.943
H  -2.402  1.216  -0.162

Its frontier orbital gap is 10.79 eV. The calculated total energy is -401.30045 a.u. The calculation puts the energy above the lowest of the compared OMol25 structures with the same formula, charge and spin at 295.7 kJ/mol. Its charge is 0. For the max |F|, the calculation gives 0.08922 hartree/bohr.



Among the records above, which one has the highest max |F|?
C3H11NO2Si